Molecular formula: C27H25IrN4O9S2
Method: DFT, ωB97M-V with the def2-TZVPD basis set

```
68
Properties=species:S:1:pos:R:3:mulliken_spin:R:1
Ir -0.2587 -1.2288 0.1195 2.337
C -3.1457 1.0871 1.7398 -0.004
C -3.7426 -0.3273 1.7358 0.012
C -4.8694 -0.4221 0.7126 0.003
C -2.6673 -1.3808 1.5536 0.169
C -1.7457 -1.6206 2.5812 0.034
C -0.7919 -2.6307 2.4930 0.099
C -0.7116 -3.4645 1.3691 0.052
C 0.2554 -4.6106 1.3125 0.010
C -1.6165 -3.2198 0.3210 -0.040
C -2.5686 -2.1791 0.4064 -0.067
H -3.9043 1.8122 2.0368 0.000
H -2.8012 1.3456 0.7353 -0.001
H -2.3019 1.1738 2.4268 0.001
H -4.1681 -0.5098 2.7271 0.007
H -4.5061 -0.2103 -0.2972 -0.001
H -5.6327 0.3208 0.9436 0.000
H -5.3463 -1.4045 0.7171 -0.001
H -1.7782 -0.9980 3.4685 0.010
H -0.1020 -2.7882 3.3139 0.011
H -0.0830 -5.4147 1.9697 0.000
H 1.2457 -4.2997 1.6460 0.002
H 0.3421 -5.0079 0.3024 0.002
H -1.6621 -3.9117 -0.5080 0.012
H -3.2974 -2.0732 -0.3843 -0.001
O 4.0037 -1.4378 -0.4972 0.055
C 2.9736 -1.2015 0.1079 0.026
O 1.8451 -1.7854 -0.0365 0.073
C 3.0641 -0.0904 1.1782 0.125
C 4.3071 0.4396 1.4094 -0.044
C 4.4595 1.4534 2.3408 0.215
C 3.3826 2.0091 3.0548 -0.010
C 2.1434 1.5009 2.8748 0.117
C 1.9097 0.3824 1.9475 0.165
O 0.7934 -0.1478 1.8388 0.444
N 1.0497 2.1523 3.6481 -0.009
O 1.2943 3.2419 4.1234 0.018
O -0.0450 1.6287 3.6579 0.007
N 5.8128 1.9998 2.5890 -0.019
O 6.7183 1.5353 1.9340 0.018
O 5.9042 2.8779 3.4225 0.034
H 5.1585 0.0650 0.8584 0.005
H 3.5414 2.8290 3.7366 0.002
O -0.4366 3.4000 0.5057 0.015
C -0.3227 3.7005 -0.7950 0.018
C -0.2018 5.0483 -1.1282 -0.013
C -0.0730 5.4262 -2.4455 0.022
C -0.0592 4.4780 -3.4770 -0.004
C -0.1714 3.1502 -3.1688 0.022
C -0.3054 2.7296 -1.8270 0.029
C -0.3835 1.3259 -1.5044 -0.013
O -0.5688 0.9384 -0.3194 0.190
N -0.2311 0.4311 -2.5404 0.418
N -0.2115 -0.8142 -2.1360 0.139
C -0.0746 -1.6805 -3.1383 0.088
S -0.0464 -1.1602 -4.7789 0.093
C 0.5029 -2.7696 -5.4183 -0.002
C -0.1019 -3.8456 -4.5454 -0.001
S 0.1615 -3.3468 -2.8186 0.122
H -0.5782 2.4428 0.5959 -0.007
H -0.2208 5.7724 -0.3237 0.000
H 0.0179 6.4781 -2.6873 0.001
H 0.0412 4.7948 -4.5065 0.000
H -0.1587 2.3986 -3.9453 0.006
H 1.5917 -2.7842 -5.3862 0.004
H 0.1669 -2.8488 -6.4501 0.000
H 0.3799 -4.8112 -4.6864 0.000
H -1.1747 -3.9434 -4.7054 0.006
```

Values from the calculation:
DFT total energy = -77286.6027 eV
HOMO (spin up / spin down) = -11.0 / -11.4 eV
Total charge = +1
Multiplicity = 6
E_LUMO (spin up / spin down) = -3.29 / -6.08 eV
Orbital gap (spin up / spin down) = 7.68 / 5.28 eV
Energy above the lowest of the compared OMol25 structures with the same formula, charge and spin = 5.3 kcal per mole


Molecular formula: C27H25N5O5
Method: DFT, ωB97M-V with the def2-TZVPD basis set

```
62
Properties=species:S:1:pos:R:3:mulliken_charge:R:1
C -3.1087 -5.4414 -0.5033 -0.904
O -1.9795 -4.7105 -0.0906 -0.434
C -2.1402 -3.4060 0.2584 0.303
C -3.3461 -2.7164 0.2340 -0.604
C -3.3803 -1.3901 0.6327 -0.963
C -2.2329 -0.7444 1.0427 -0.862
C -1.0145 -1.4202 1.0421 0.098
C 0.2163 -0.6788 1.5167 0.774
C 1.5548 -1.4215 1.3471 -0.314
O 2.2622 -1.6733 2.3004 -0.695
N 1.8574 -1.7130 0.0735 0.063
C 3.1774 -2.1352 -0.3317 -0.974
C 3.8822 -1.0326 -1.0611 0.025
C 3.4153 -0.1039 -1.9452 0.268
C 4.5307 0.6911 -2.3065 -0.843
C 5.5869 0.1859 -1.6166 -0.515
O 5.2022 -0.8539 -0.8571 -0.398
N 0.2923 0.6483 0.8940 0.410
C 0.8768 1.7183 1.7021 -1.236
C 2.3439 1.8456 1.4417 0.560
C 3.4198 1.2231 2.0020 -0.477
C 4.5605 1.7150 1.3219 -0.373
C 4.0957 2.5957 0.3980 -0.861
O 2.7558 2.6815 0.4560 -0.325
C 0.0834 0.7736 -0.4296 1.054
O -0.0757 -0.1758 -1.1829 -0.793
C -0.0679 2.1987 -0.9773 -2.112
N -1.2713 2.7684 -0.4473 0.933
N -1.2637 3.7395 0.4777 -0.497
N -2.4443 4.0177 0.8460 -0.855
C -3.3173 3.2163 0.1725 0.428
C -4.7076 3.1052 0.2107 -0.684
C -5.2797 2.1569 -0.6026 -0.490
C -4.5125 1.3290 -1.4376 -0.689
C -3.1415 1.4195 -1.4962 -0.416
C -2.5555 2.3791 -0.6796 0.927
C -0.9777 -2.7481 0.6657 -0.386
H -2.7468 -6.4453 -0.7194 0.257
H -3.8654 -5.4927 0.2863 0.353
H -3.5549 -5.0159 -1.4080 0.351
H -4.2586 -3.1951 -0.0838 0.427
H -4.3191 -0.8565 0.6238 0.534
H -2.2810 0.2862 1.3617 0.598
H 0.1030 -0.5090 2.5947 0.729
H 1.1943 -1.4471 -0.6485 0.268
H 3.7411 -2.3929 0.5689 0.401
H 3.0942 -3.0242 -0.9688 0.331
H 2.4096 -0.0008 -2.2986 0.709
H 4.5387 1.5164 -2.9884 0.490
H 6.6210 0.4640 -1.5799 0.502
H 0.7243 1.4643 2.7519 0.561
H 0.3730 2.6681 1.5020 0.595
H 3.4024 0.4967 2.7880 0.561
H 5.5802 1.4448 1.5008 0.504
H 4.5930 3.2019 -0.3323 0.575
H 0.7738 2.8409 -0.7174 0.401
H -0.1483 2.1195 -2.0660 0.493
H -5.2918 3.7405 0.8559 0.450
H -6.3529 2.0360 -0.6032 0.392
H -5.0188 0.5971 -2.0491 0.413
H -2.5484 0.7716 -2.1214 0.398
H -0.0594 -3.3121 0.6803 0.564
```

Values from the calculation:
SMILES = COc1cccc([C@@H](C(=O)NCc2ccco2)N(Cc2ccco2)C(=O)Cn2nnc3ccccc32)c1
DFT total energy = -46091.4993 eV
HOMO = -8.4 eV
Total charge = 0
E_LUMO = 0.43 eV
Orbital gap = 8.84 eV
Energy above the lowest of the compared OMol25 structures with the same formula, charge and spin = 85.0 kcal per mole


Molecular formula: C27H26BrF6NPPdTe
Method: DFT, ωB97M-V with the def2-TZVPD basis set

```
64
Properties=species:S:1:pos:R:3:mulliken_spin:R:1
Pd -0.5189 -0.4645 0.4716 0.375
Br -1.2119 -1.8894 2.8729 0.031
C -0.1106 -3.4164 2.4395 0.002
C -0.1807 -4.5119 3.2592 0.001
C 0.6478 -5.6156 3.0243 0.005
C 1.5394 -5.5846 1.9908 0.000
C 1.6154 -4.4716 1.1308 0.022
C 2.5522 -4.4477 0.0799 -0.021
C 2.6264 -3.3783 -0.7637 0.030
C 1.7391 -2.2986 -0.6087 -0.074
C 0.8040 -2.2636 0.4020 0.544
C 0.7540 -3.3478 1.3222 -0.126
H -0.8663 -4.5179 4.0904 -0.002
H 0.5893 -6.4753 3.6740 0.000
H 2.2057 -6.4160 1.8080 0.000
H 3.2123 -5.2940 -0.0304 -0.001
H 3.3540 -3.3594 -1.5627 -0.001
H 1.8269 -1.4786 -1.3232 0.012
C 3.3483 1.3038 2.2467 -0.001
N 2.4336 1.1976 3.3569 0.001
C 3.0030 0.5315 4.5005 0.000
C 1.1174 0.7397 2.9731 0.014
C 0.3822 1.8198 2.2083 0.008
C 0.1567 3.0493 2.8188 0.016
C -0.4331 4.0837 2.1180 -0.011
C -0.7814 3.9081 0.7904 0.015
C -0.5784 2.6787 0.1785 -0.063
C -0.0266 1.6240 0.8913 0.229
H 4.2109 1.9067 2.5341 0.000
H 2.8443 1.7862 1.4110 0.001
H 3.7028 0.3159 1.9126 0.000
H 3.8950 1.0692 4.8230 0.000
H 3.2822 -0.5105 4.2854 0.000
H 2.2837 0.5336 5.3168 0.000
H 0.5580 0.4817 3.8772 -0.003
H 1.1912 -0.1736 2.3254 0.001
H 0.4511 3.1824 3.8493 0.002
H -0.6149 5.0282 2.6100 0.000
H -1.2283 4.7180 0.2324 0.001
H -0.8688 2.5634 -0.8608 0.013
C 0.3163 0.7251 -3.7149 0.007
Te -0.8455 -0.5739 -2.3936 -0.036
C -2.5314 0.3317 -3.4199 0.004
C -2.0115 1.3351 -4.3979 0.001
C -2.8987 2.0840 -5.1639 -0.001
C -2.4245 2.9877 -6.0964 0.000
C -1.0587 3.1405 -6.2775 0.000
C -0.1735 2.4078 -5.5083 -0.001
C -0.6430 1.5050 -4.5614 0.000
H 0.9572 0.1012 -4.3368 -0.001
H 0.9484 1.3977 -3.1331 0.000
H -3.2183 0.7826 -2.7059 0.000
H -3.0714 -0.4642 -3.9396 -0.001
H -3.9622 1.9507 -5.0251 0.000
H -3.1196 3.5654 -6.6886 0.000
H -0.6844 3.8345 -7.0151 0.000
H 0.8909 2.5323 -5.6412 0.000
F -2.7291 -1.3851 0.1744 0.014
P -3.6833 -0.0288 0.4999 -0.004
F -2.6240 0.4024 1.6809 0.002
F -4.5371 1.2921 0.7430 0.000
F -4.5833 -0.4471 -0.7579 0.000
F -2.6807 0.8074 -0.5237 -0.003
F -4.5394 -0.8900 1.5275 0.000
```

Values from the calculation:
DFT total energy = -136322.2739 eV
HOMO (spin up / spin down) = -8.1 / -8.3 eV
Total charge = 0
Multiplicity = 2
E_LUMO (spin up / spin down) = -2.46 / -2.26 eV
Orbital gap (spin up / spin down) = 5.61 / 6.05 eV
Energy above the lowest of the compared OMol25 structures with the same formula, charge and spin = 0.0 kcal per mole